No. 1
{
  "formula": "C22H29N3O3",
  "method": "the ωB97M-V functional and the def2-TZVPD basis",
  "species": ["H", "H", "H", "H", "H", "N", "H", "H", "O", "H", "O", "H", "C", "H", "H", "C", "C", "H", "H", "H", "H", "H", "C", "C", "H", "C", "C", "C", "N", "C", "H", "C", "C", "C", "H", "H", "O", "C", "H", "C", "C", "H", "C", "C", "H", "H", "H", "H", "N", "C", "C", "C", "H", "H", "C", "H", "C"],
  "xyz": [[2.783, 1.220, -2.737], [4.642, -0.541, 0.218], [-2.908, -3.830, -0.912], [4.489, 1.259, 2.162], [-1.640, -2.050, -2.124], [2.053, -1.544, 0.692], [3.370, 3.828, -1.290], [3.746, -2.748, 0.816], [0.637, -2.498, -2.355], [1.092, 1.835, -0.959], [2.918, 1.308, 0.837], [0.043, 0.267, 0.305], [3.691, 0.604, 1.781], [2.077, -0.284, -0.985], [-1.949, -3.520, 0.541], [-6.299, 1.526, 0.427], [-2.658, -0.477, 0.669], [4.083, 1.452, -0.879], [2.332, 3.734, 0.141], [3.007, 0.373, 2.602], [5.180, -0.955, 1.846], [-1.324, 0.151, 2.228], [3.659, 2.084, -0.085], [1.612, 2.603, -1.535], [-3.770, 1.339, 2.694], [4.308, -0.698, 1.245], [-4.603, 0.079, -0.368], [-0.214, -0.755, 0.632], [-0.385, -1.583, -0.555], [-1.946, -3.481, -0.546], [2.821, -1.886, -1.209], [-5.558, 1.758, 1.589], [2.754, 3.159, -0.685], [3.319, -1.867, 1.307], [4.498, 2.571, 0.435], [2.556, 2.807, -3.466], [0.951, -1.373, 2.660], [-3.840, 0.305, 0.808], [-4.201, -1.122, -2.069], [-1.458, -0.670, 1.525], [-1.691, -2.046, -1.027], [0.899, 3.408, -1.726], [-4.336, 1.159, 1.793], [2.075, 2.033, -2.872], [-7.254, 2.015, 0.306], [-5.960, 2.423, 2.340], [1.226, 1.648, -3.432], [-6.408, 0.508, -1.461], [-3.906, -0.786, -1.168], [-2.737, -1.115, -0.534], [1.997, -1.350, -0.735], [0.689, -1.879, -1.309], [-1.540, -1.589, 2.113], [-1.166, -4.134, -0.925], [-5.835, 0.688, -0.564], [3.100, -2.108, 2.350], [0.982, -1.255, 1.452]],
  "lowdin_charge": [0.057, 0.106, 0.083, 0.121, 0.151, -0.042, 0.115, 0.128, 0.070, 0.079, -0.158, 0.157, -0.200, 0.114, 0.084, -0.103, -0.112, 0.114, 0.115, 0.125, 0.116, 0.132, -0.229, -0.257, 0.109, -0.129, -0.200, -0.140, 0.049, -0.004, 0.144, -0.104, -0.177, -0.140, 0.124, 0.073, 0.076, -0.112, 0.164, -0.051, -0.231, 0.108, -0.027, -0.106, 0.097, 0.097, 0.073, 0.106, 0.146, -0.166, -0.026, -0.425, 0.129, 0.081, -0.028, 0.126, -0.404],
  "e_homo_ha": -0.288,
  "smiles": "CCCCOCCCN1CC(=O)N2[C@@H](Cc3c([nH]c4ccccc34)[C@@H]2C)C1=O",
  "homo_lumo_gap_ev": 8.58,
  "spin_multiplicity": 1
}

No. 2
{
  "formula": "C5H10O2",
  "method": "the ωB97M-V functional and the def2-TZVPD basis",
  "species": ["H", "C", "C", "C", "O", "H", "C", "O", "H", "H", "H", "H", "H", "H", "C", "H", "H"],
  "xyz": [[2.499, 0.068, -0.488], [-0.969, -0.689, 1.620], [-0.392, -0.210, 0.305], [1.558, -0.209, -0.988], [0.752, -0.970, -0.093], [1.806, -0.824, -1.861], [0.745, 1.036, -1.345], [-2.103, -1.560, 1.143], [-1.744, -2.409, 0.825], [0.553, 1.787, 0.674], [-1.450, 0.120, 2.180], [-0.971, 1.843, -0.228], [1.377, 1.885, -1.626], [0.069, 0.821, -2.181], [-0.067, 1.251, -0.062], [-1.351, -0.653, -0.127], [-0.311, -1.288, 2.252]],
  "lowdin_charge": [0.119, -0.127, -0.334, -0.201, -0.105, 0.118, -0.168, -0.125, 0.090, 0.121, 0.124, 0.116, 0.112, 0.115, -0.122, 0.147, 0.121],
  "e_homo_ha": -0.338,
  "smiles": "OC[C@H]1CCCO1",
  "homo_lumo_gap_ev": 10.24,
  "spin_multiplicity": 1
}

No. 3
{
  "formula": "C4H11As2F12KNO",
  "method": "the ωB97M-V functional and the def2-TZVPD basis",
  "species": ["F", "C", "As", "F", "H", "F", "H", "H", "H", "F", "H", "K", "H", "F", "H", "F", "F", "F", "C", "As", "C", "F", "O", "F", "H", "C", "H", "H", "H", "F", "F", "N"],
  "xyz": [[2.044, 4.343, -2.546], [0.944, -0.705, 1.311], [-4.833, -0.411, 0.182], [-6.147, -0.505, -0.985], [-0.768, -2.105, 1.019], [1.451, 2.008, -3.557], [-1.040, -0.783, 2.179], [1.218, -0.944, -0.561], [1.324, 0.585, -0.268], [-0.467, 4.946, -2.582], [5.264, -1.570, 0.401], [-1.565, 1.485, -0.276], [4.355, -2.903, 0.860], [-3.468, -0.269, 1.421], [-0.106, -2.064, 2.602], [-5.910, 0.465, 1.341], [-4.330, 1.178, -0.555], [-1.104, 2.767, -3.304], [2.152, -1.680, 1.372], [0.521, 3.488, -2.987], [4.534, -1.869, 1.153], [0.637, 4.023, -4.617], [3.347, -1.007, 1.051], [-5.355, -2.088, 0.786], [2.073, -2.096, 2.377], [-0.288, -1.433, 1.731], [2.077, -2.595, 0.785], [1.096, 0.227, 1.856], [4.873, -1.834, 2.188], [-3.775, -1.288, -1.043], [0.465, 2.857, -1.329], [0.780, -0.224, -0.005]],
  "lowdin_charge": [-0.293, -0.452, 0.973, -0.277, 0.099, -0.313, 0.067, 0.089, 0.072, -0.302, 0.083, 0.848, 0.076, -0.339, 0.074, -0.295, -0.356, -0.309, -0.228, 0.878, -0.068, -0.255, -0.176, -0.321, 0.112, -0.070, 0.127, 0.151, 0.085, -0.318, -0.360, 0.000],
  "e_homo_ha": -0.294,
  "homo_lumo_gap_ev": 9.97,
  "spin_multiplicity": 1,
  "charge": -1
}

| no. | E_LUMO (eV) | energy (eV) |
| --- | --- | --- |
| 1 | 0.8 | -33898.978 |
| 2 | 1.1 | -9440.580 |
| 3 | 2.0 | -178486.455 |